1.
C23H25N2OSTi | ωB97M-V/def2-TZVPD

Results
total energy: -2323.64004 hartree
highest occupied orbital energy: -0.4228 hartree
frontier orbital gap: 7.0 eV
largest force on an atom: 2.333 eV/A
charge: +1

Last column: natural (NBO) charge in e.
Positions of all 53 atoms, in Å:
C -1.008 -2.230 2.519  -0.27
C -1.822 -1.352 1.725  -0.24
C -1.292 -1.332 0.404  -0.21
H -2.730 -0.844 2.047  0.26
C -0.140 -2.185 0.368  -0.28
C 0.008 -2.768 1.666  -0.18
H 0.429 -2.464 -0.517  0.26
C 0.603 0.973 3.780  -0.20
C -0.800 0.868 3.516  -0.26
C -1.061 1.483 2.244  -0.22
H -1.529 0.467 4.214  0.26
C 0.192 1.918 1.701  -0.01
C 1.223 1.621 2.671  -0.26
H -1.750 -0.868 -0.466  0.26
H 0.723 -3.545 1.923  0.27
H -1.167 -2.498 3.561  0.27
H 2.272 1.923 2.578  0.28
H -2.037 1.653 1.794  0.25
H 1.099 0.680 4.702  0.27
Ti 0.337 -0.422 1.919  0.85
C 0.488 2.235 0.253  -0.05
C 1.697 3.173 0.142  -0.63
C -0.708 2.859 -0.465  -0.61
H 1.553 4.045 0.791  0.23
H 1.793 3.528 -0.894  0.23
H 2.620 2.652 0.419  0.24
H -1.033 3.760 0.070  0.23
H -1.556 2.168 -0.538  0.21
H -0.423 3.156 -1.486  0.23
C 0.752 0.827 -0.349  -0.40
C 1.989 0.677 -1.199  0.71
H -0.122 0.456 -0.891  0.30
H 1.096 0.077 0.456  0.15
O 3.066 0.589 -0.600  -0.55
N 1.764 0.509 -2.568  -0.66
C 1.292 -0.856 -2.940  -0.24
H 2.636 0.720 -3.047  0.41
C -0.213 -1.015 -2.987  -0.07
C -0.775 -2.305 -2.992  -0.22
H -0.110 -3.175 -2.965  0.22
C -2.163 -2.478 -3.014  -0.20
H -2.582 -3.489 -2.996  0.23
C -3.003 -1.359 -3.067  -0.23
H -4.085 -1.499 -3.086  0.23
C -2.456 -0.071 -3.098  -0.16
H -3.101 0.811 -3.161  0.22
C -1.059 0.099 -3.081  -0.26
H -0.611 1.096 -3.152  0.23
H 1.690 -1.576 -2.204  0.19
H 1.726 -1.104 -3.922  0.25
S 3.695 -2.580 4.246  0.10
C 2.693 -1.798 3.330  0.21
N 1.901 -1.204 2.645  -0.65

=====

2.
C23H25N3O3S | ωB97M-V/def2-TZVPD

Results
total energy: -1679.62888 hartree
highest occupied orbital energy: -0.3356 hartree
structure (SMILES): CCCCNC(=O)c1c(CSc2ccccc2)noc1C(=O)NCc1ccccc1
frontier orbital gap: 9.5 eV
largest force on an atom: 1.258 eV/A

Last column: natural (NBO) charge in e.
Positions of all 55 atoms, in Å:
C -5.119 -3.723 -0.072  -0.60
C -3.797 -3.096 -0.496  -0.40
C -2.648 -3.556 0.400  -0.40
C -1.297 -2.971 -0.013  -0.23
N -1.223 -1.552 0.253  -0.63
C -0.353 -1.027 1.122  0.68
O 0.469 -1.701 1.736  -0.66
C -0.450 0.439 1.319  -0.25
C -1.613 1.267 1.359  0.15
C -3.011 0.961 1.003  -0.54
S -3.145 0.761 -0.843  0.22
C -1.760 1.776 -1.350  -0.18
C -1.817 3.149 -1.171  -0.20
C -0.702 3.914 -1.460  -0.21
C 0.454 3.314 -1.929  -0.19
C 0.493 1.945 -2.133  -0.16
C -0.616 1.169 -1.844  -0.24
N -1.279 2.499 1.651  -0.11
O 0.054 2.544 1.792  -0.22
C 0.571 1.329 1.605  0.28
C 2.059 1.219 1.465  0.62
O 2.700 2.147 1.015  -0.60
N 2.558 0.034 1.847  -0.60
C 3.881 -0.381 1.411  -0.27
C 3.731 -1.110 0.100  0.06
C 3.749 -0.402 -1.095  -0.25
C 3.506 -1.049 -2.294  -0.20
C 3.236 -2.407 -2.308  -0.22
C 3.211 -3.117 -1.120  -0.21
C 3.455 -2.471 0.079  -0.23
H -5.925 -3.386 -0.718  0.21
H -5.064 -4.808 -0.128  0.20
H -5.363 -3.447 0.952  0.20
H -3.580 -3.374 -1.529  0.20
H -3.894 -2.009 -0.462  0.19
H -2.576 -4.644 0.357  0.21
H -2.853 -3.278 1.436  0.20
H -1.125 -3.143 -1.080  0.19
H -0.491 -3.439 0.557  0.24
H -1.867 -0.952 -0.254  0.41
H -3.659 1.782 1.304  0.25
H -3.362 0.020 1.425  0.24
H -2.715 3.606 -0.786  0.23
H -0.735 4.981 -1.302  0.22
H 1.330 3.912 -2.130  0.22
H 1.392 1.471 -2.496  0.21
H -0.587 0.099 -1.992  0.22
H 1.900 -0.723 2.050  0.44
H 4.312 -1.027 2.179  0.21
H 4.490 0.518 1.294  0.23
H 3.948 0.660 -1.077  0.23
H 3.527 -0.493 -3.221  0.21
H 3.044 -2.910 -3.245  0.21
H 2.998 -4.176 -1.127  0.21
H 3.424 -3.023 1.007  0.21

=====

3.
C23H25N3O4 | ωB97M-V/def2-TZVPD

Results
total energy: -1356.71020 hartree
highest occupied orbital energy: -0.3057 hartree
structure (SMILES): O=C(NCc1ccco1)C(=O)c1cn(CC(=O)N2CCCCCC2)c2ccccc12
frontier orbital gap: 8.3 eV
largest force on an atom: 0.892 eV/A

Last column: natural (NBO) charge in e.
Positions of all 55 atoms, in Å:
O 2.089 0.215 1.685  -0.64
C 2.510 -0.816 1.187  0.58
N 3.800 -1.178 1.154  -0.58
C 4.882 -0.325 1.596  -0.28
C 5.635 0.245 0.438  0.25
C 5.306 1.220 -0.458  -0.30
C 6.389 1.301 -1.367  -0.31
C 7.290 0.369 -0.958  0.09
O 6.842 -0.278 0.131  -0.40
C 1.629 -1.872 0.503  0.47
O 2.174 -2.717 -0.197  -0.56
C 0.214 -1.756 0.704  -0.21
C -0.440 -0.966 1.634  0.08
N -1.774 -1.059 1.482  -0.36
C -2.774 -0.343 2.224  -0.30
C -3.563 0.623 1.314  0.67
O -4.735 0.390 1.077  -0.63
N -2.921 1.688 0.803  -0.43
C -1.565 2.099 1.074  -0.21
C -0.580 1.876 -0.097  -0.42
C -1.152 1.126 -1.301  -0.41
C -2.150 1.942 -2.126  -0.40
C -3.568 1.925 -1.562  -0.40
C -3.655 2.503 -0.151  -0.22
C -2.048 -1.923 0.440  0.19
C -3.264 -2.319 -0.099  -0.26
C -3.226 -3.205 -1.156  -0.21
C -2.017 -3.682 -1.666  -0.22
C -0.806 -3.287 -1.136  -0.18
C -0.819 -2.398 -0.067  -0.09
H 4.010 -2.009 0.613  0.43
H 5.568 -0.901 2.224  0.22
H 4.422 0.476 2.181  0.25
H 4.408 1.803 -0.462  0.23
H 6.479 1.962 -2.204  0.23
H 8.250 0.083 -1.339  0.20
H -0.003 -0.366 2.409  0.24
H -2.308 0.183 3.059  0.23
H -3.512 -1.049 2.620  0.24
H -1.597 3.167 1.320  0.20
H -1.198 1.584 1.958  0.20
H 0.281 1.323 0.280  0.24
H -0.213 2.844 -0.445  0.20
H -0.309 0.858 -1.941  0.22
H -1.622 0.194 -0.986  0.21
H -1.799 2.974 -2.205  0.19
H -2.186 1.530 -3.137  0.21
H -3.941 0.900 -1.537  0.21
H -4.224 2.505 -2.214  0.21
H -4.702 2.525 0.165  0.23
H -3.249 3.515 -0.126  0.19
H -4.200 -1.940 0.280  0.24
H -4.152 -3.535 -1.602  0.22
H -2.035 -4.375 -2.494  0.21
H 0.131 -3.650 -1.525  0.24

=====

4.
C23H25N3O4 | ωB97M-V/def2-TZVPD

Results
total energy: -1356.60820 hartree
highest occupied orbital energy: -0.3061 hartree
structure (SMILES): COc1cccc(OCc2cc(C(=O)N3CCN(C)[C@H](c4ccccc4)C3)no2)c1
frontier orbital gap: 9.0 eV
largest force on an atom: 1.166 eV/A

Last column: natural (NBO) charge in e.
Positions of all 55 atoms, in Å:
C 2.979 2.817 -0.812  -0.26
O 4.169 2.839 -0.060  -0.51
C 4.806 1.665 0.194  0.41
C 5.879 1.730 1.081  -0.31
C 6.566 0.580 1.412  -0.17
C 6.201 -0.640 0.875  -0.32
C 5.139 -0.707 -0.020  0.40
O 4.849 -1.963 -0.496  -0.50
C 3.881 -2.119 -1.494  -0.12
C 2.479 -1.892 -1.023  0.29
C 1.949 -1.455 0.156  -0.32
C 0.549 -1.439 -0.086  0.05
C -0.430 -0.906 0.895  0.65
O -0.036 -0.090 1.719  -0.63
N -1.705 -1.329 0.854  -0.41
C -2.284 -2.291 -0.054  -0.25
C -3.479 -1.644 -0.774  -0.23
N -4.471 -1.105 0.131  -0.45
C -5.318 -2.095 0.755  -0.41
C -3.858 -0.153 1.050  -0.09
C -3.530 1.113 0.278  0.04
C -4.494 1.584 -0.611  -0.22
C -4.283 2.736 -1.343  -0.22
C -3.101 3.443 -1.197  -0.21
C -2.142 2.988 -0.312  -0.21
C -2.353 1.832 0.425  -0.25
C -2.665 -0.788 1.793  -0.25
N 0.297 -1.836 -1.310  -0.12
O 1.483 -2.120 -1.898  -0.27
C 4.447 0.445 -0.372  -0.45
H 2.609 3.841 -0.803  0.20
H 2.231 2.158 -0.360  0.19
H 3.159 2.512 -1.848  0.17
H 6.144 2.686 1.501  0.22
H 7.394 0.631 2.103  0.22
H 6.720 -1.549 1.132  0.22
H 4.082 -1.464 -2.356  0.20
H 3.979 -3.157 -1.831  0.22
H 2.447 -1.176 1.059  0.26
H -2.624 -3.159 0.526  0.18
H -1.543 -2.608 -0.785  0.26
H -3.107 -0.818 -1.388  0.21
H -3.955 -2.377 -1.428  0.21
H -4.798 -2.785 1.435  0.16
H -6.096 -1.583 1.321  0.20
H -5.795 -2.684 -0.027  0.20
H -4.612 0.109 1.804  0.22
H -5.410 1.024 -0.726  0.22
H -5.043 3.084 -2.028  0.21
H -2.931 4.344 -1.768  0.21
H -1.218 3.532 -0.187  0.21
H -1.582 1.512 1.106  0.23
H -3.041 -1.604 2.422  0.20
H -2.161 -0.066 2.434  0.25
H 3.625 0.398 -1.066  0.23

=====

5.
C23H25N4O2PRuS | ωB97M-V/def2-TZVPD

Results
total energy: -2094.74258 hartree
spin multiplicity: 5
highest occupied orbital energy (alpha / beta): -0.4456 / -0.4976 hartree
frontier orbital gap (alpha / beta): 5.8 / 3.3 eV
largest force on an atom: 0.504 eV/A
charge: +2

Last column: natural (NBO) charge in e.
Positions of all 57 atoms, in Å:
Ru -0.982 1.188 0.889  0.49
S 0.990 0.454 0.356  0.17
C 1.635 0.206 2.008  0.21
N 2.875 -0.208 2.060  -0.32
N 3.394 -0.415 3.297  -0.21
C 3.184 -1.505 4.064  0.22
C 2.254 -2.498 3.685  -0.20
C 2.062 -3.577 4.512  -0.20
C 2.778 -3.690 5.708  -0.11
C 3.704 -2.712 6.079  -0.20
C 3.917 -1.626 5.268  -0.19
N 0.845 0.418 3.057  -0.36
N -0.351 0.877 2.747  -0.24
C -1.273 0.955 3.805  0.17
C -2.352 1.831 3.684  -0.25
C -3.305 1.902 4.686  -0.18
C -3.184 1.101 5.813  -0.19
C -2.111 0.226 5.932  -0.19
C -1.156 0.144 4.934  -0.23
H 4.135 0.225 3.564  0.42
H 1.727 -2.408 2.746  0.24
H 1.361 -4.351 4.232  0.24
H 2.622 -4.548 6.346  0.24
H 4.257 -2.813 7.003  0.25
H 4.633 -0.860 5.540  0.23
H -2.434 2.470 2.811  0.19
H -4.133 2.591 4.595  0.23
H -3.924 1.160 6.600  0.23
H -2.023 -0.400 6.809  0.23
H -0.321 -0.537 5.012  0.24
C -1.471 4.445 0.877  -0.97
P -0.140 3.255 0.562  1.30
C 1.213 3.755 1.642  -0.97
C 0.389 3.552 -1.135  -0.97
H -1.139 5.446 0.597  0.27
H -1.726 4.449 1.937  0.26
H -2.353 4.190 0.290  0.26
H 1.451 4.806 1.475  0.26
H 2.094 3.149 1.434  0.26
H 0.918 3.610 2.682  0.27
H 0.622 4.609 -1.268  0.26
H -0.409 3.264 -1.817  0.27
H 1.275 2.957 -1.353  0.27
O -2.139 1.204 -0.992  -0.66
C -3.079 0.593 -0.421  0.75
O -3.056 0.359 0.820  -0.68
C -4.243 0.111 -1.232  -0.22
C -4.266 0.260 -2.595  -0.01
C -5.389 -0.230 -3.361  0.04
C -6.466 -0.862 -2.743  -0.24
C -6.442 -1.006 -1.380  -0.06
C -5.322 -0.519 -0.612  0.08
H -3.439 0.746 -3.098  0.27
H -5.381 -0.096 -4.436  0.25
H -7.298 -1.227 -3.329  0.27
H -7.261 -1.487 -0.860  0.26
H -5.307 -0.642 0.465  0.26

=====

6.
C23H25N6O2RhSe | ωB97M-V/def2-TZVPD

Results
total energy: -3881.73683 hartree
spin multiplicity: 5
highest occupied orbital energy (alpha / beta): -0.5478 / -0.5565 hartree
frontier orbital gap (alpha / beta): 8.4 / 6.4 eV
largest force on an atom: 3.367 eV/A
charge: +2

Last column: natural (NBO) charge in e.
Positions of all 58 atoms, in Å:
Rh -0.905 -0.091 0.263  1.05
O 4.682 5.005 -1.202  -0.34
N 3.784 4.903 -0.368  0.52
O 3.694 5.580 0.617  -0.33
C 2.750 3.914 -0.669  0.05
C 2.654 3.455 -1.936  -0.11
C 1.665 2.484 -2.306  -0.10
C 1.504 2.085 -3.631  -0.07
C 0.686 0.971 -3.902  -0.23
C 0.115 0.334 -2.794  0.10
N 0.115 0.755 -1.584  -0.50
C 0.984 1.792 -1.280  0.16
C 1.094 2.284 0.060  0.22
N 0.341 1.556 0.983  -0.53
C 0.305 1.977 2.224  0.10
C 1.058 3.064 2.596  -0.24
C 1.793 3.813 1.714  -0.06
C 1.902 3.357 0.365  -0.09
H 3.343 3.961 -2.652  0.29
H 1.978 2.635 -4.450  0.26
H 0.418 0.633 -4.891  0.26
H -0.465 -0.550 -2.976  0.21
H -0.328 1.552 2.947  0.22
H 1.048 3.331 3.643  0.25
H 2.326 4.698 2.065  0.28
C 2.450 -4.055 0.406  -0.62
C 1.076 -4.513 -0.170  -0.25
N -0.024 -4.324 0.777  -0.36
C -0.426 -5.592 1.486  -0.21
C 0.416 -5.928 2.745  -0.63
C -0.579 -3.158 1.047  0.56
C -1.651 -3.016 2.218  -0.68
N -0.205 -2.007 0.484  -0.88
H 3.293 -4.287 -0.181  0.24
H 2.662 -4.536 1.457  0.23
H 2.503 -3.021 0.598  0.20
H 1.094 -5.569 -0.356  0.23
H 0.887 -4.144 -1.246  0.22
H -0.320 -6.442 0.783  0.23
H -1.484 -5.522 1.767  0.22
H 1.403 -6.258 2.411  0.22
H -0.016 -6.707 3.333  0.25
H 0.655 -5.149 3.380  0.21
H -2.721 -3.400 2.006  0.27
H -1.609 -1.947 2.479  0.22
H -1.271 -3.565 3.092  0.26
H 0.477 -2.142 -0.213  0.37
Se -3.394 0.197 -0.188  0.38
C -3.700 1.853 -0.827  -0.28
C -5.006 2.284 -0.828  -0.22
C -5.253 3.581 -1.177  0.06
N -4.234 4.432 -1.463  -0.32
C -2.997 4.002 -1.391  0.04
C -2.663 2.699 -1.094  -0.22
H -5.769 1.590 -0.515  0.24
H -6.251 3.959 -1.229  0.23
H -2.232 4.771 -1.520  0.21
H -1.649 2.413 -0.905  0.21

=====

7.
C23H25N7O2 | ωB97M-V/def2-TZVPD

Results
total energy: -1425.29258 hartree
highest occupied orbital energy: -0.3020 hartree
structure (SMILES): CCCCNC(=O)CCC(=O)NNc1nc2ccccc2c2nc(-c3ccccc3)nn12
frontier orbital gap: 8.6 eV
largest force on an atom: 1.219 eV/A

Last column: natural (NBO) charge in e.
Positions of all 57 atoms, in Å:
C -0.574 -2.530 1.103  -0.60
C 0.788 -1.847 1.121  -0.42
C 1.734 -2.478 2.141  -0.40
C 2.991 -1.637 2.367  -0.22
N 3.807 -1.482 1.181  -0.62
C 3.903 -0.314 0.518  0.68
O 3.300 0.689 0.842  -0.63
C 4.858 -0.327 -0.675  -0.50
C 4.378 -1.248 -1.805  -0.49
C 2.867 -1.266 -1.934  0.66
O 2.216 -2.293 -1.997  -0.63
N 2.283 -0.049 -2.019  -0.45
N 0.890 0.026 -1.971  -0.42
C 0.343 1.077 -1.310  0.59
N 1.016 2.163 -1.115  -0.52
C 0.416 3.228 -0.507  0.17
C 1.166 4.391 -0.290  -0.21
C 0.588 5.481 0.314  -0.18
C -0.749 5.452 0.720  -0.23
C -1.507 4.323 0.522  -0.17
C -0.936 3.205 -0.090  -0.10
C -1.644 1.993 -0.323  0.37
N -2.869 1.600 -0.057  -0.49
C -2.917 0.323 -0.512  0.31
C -4.102 -0.505 -0.407  -0.03
C -5.243 -0.001 0.212  -0.19
C -6.374 -0.787 0.318  -0.22
C -6.375 -2.077 -0.189  -0.20
C -5.241 -2.581 -0.806  -0.22
C -4.106 -1.801 -0.918  -0.19
N -1.780 -0.098 -1.051  -0.31
N -0.969 0.961 -0.936  -0.20
H -1.226 -2.056 0.373  0.22
H -0.468 -3.580 0.839  0.20
H -1.050 -2.466 2.079  0.20
H 1.236 -1.928 0.131  0.21
H 0.665 -0.787 1.356  0.20
H 2.014 -3.480 1.807  0.19
H 1.224 -2.576 3.101  0.20
H 2.709 -0.627 2.675  0.23
H 3.604 -2.091 3.153  0.19
H 4.255 -2.306 0.815  0.39
H 5.847 -0.644 -0.338  0.23
H 4.939 0.703 -1.027  0.23
H 4.810 -0.927 -2.755  0.24
H 4.688 -2.280 -1.632  0.23
H 2.712 0.819 -1.715  0.44
H 0.442 -0.885 -1.898  0.44
H 2.197 4.399 -0.603  0.23
H 1.172 6.374 0.480  0.22
H -1.183 6.321 1.191  0.22
H -2.540 4.271 0.828  0.23
H -5.221 1.005 0.600  0.23
H -7.259 -0.396 0.798  0.21
H -7.261 -2.690 -0.104  0.21
H -5.244 -3.586 -1.202  0.21
H -3.218 -2.179 -1.400  0.23

=====

8.
C23H25NNa | ωB97M-V/def2-TZVPD

Results
total energy: -1108.22516 hartree
highest occupied orbital energy: -0.3148 hartree
frontier orbital gap: 4.4 eV
largest force on an atom: 1.540 eV/A
charge: +1

Last column: natural (NBO) charge in e.
Positions of all 50 atoms, in Å:
C 4.109 -0.243 4.608  -0.41
C 4.593 -0.974 3.357  -0.41
C 3.464 -1.645 2.567  -0.21
N 2.306 -0.760 2.367  -0.31
C 1.719 -0.683 1.179  0.20
C 0.635 0.157 0.836  -0.36
C 0.355 0.456 -0.485  0.00
C -0.586 1.474 -0.897  -0.11
C -0.307 2.297 -2.018  -0.25
C -1.161 3.346 -2.358  -0.31
C -2.397 3.474 -1.705  -0.22
C -2.688 2.660 -0.603  -0.21
C -1.793 1.679 -0.195  -0.09
C 1.780 -0.129 3.573  -0.23
C 2.869 0.608 4.357  -0.41
H 3.903 -0.971 5.401  0.21
H 4.912 0.405 4.969  0.23
H 5.114 -0.268 2.697  0.21
H 5.318 -1.748 3.634  0.24
H 3.828 -1.957 1.582  0.22
H 3.142 -2.547 3.118  0.21
H 2.168 -1.296 0.386  0.22
H 0.024 0.603 1.625  0.22
H 1.001 0.022 -1.259  0.22
H 0.652 2.155 -2.533  0.23
H -0.872 4.050 -3.142  0.23
H -3.094 4.263 -2.001  0.24
H -3.615 2.811 -0.039  0.24
H -1.998 1.069 0.694  0.23
H 0.980 0.568 3.309  0.22
H 1.356 -0.911 4.227  0.22
H 2.443 0.938 5.310  0.23
H 3.151 1.514 3.802  0.21
C -3.495 -1.900 -0.969  -0.28
Na -1.838 1.670 -4.064  0.96
C -2.285 -2.074 -0.244  -0.25
C -1.207 -1.763 -1.118  -0.33
C -1.730 -1.410 -2.402  -0.03
C -3.179 -1.464 -2.300  -0.11
C -3.954 -1.132 -3.417  -0.18
C -3.321 -0.813 -4.621  -0.32
C -1.914 -0.796 -4.723  -0.36
C -1.115 -1.029 -3.599  -0.28
H -4.511 -2.040 -0.608  0.22
H -2.190 -2.400 0.794  0.21
H -0.148 -1.867 -0.900  0.19
H -5.043 -1.150 -3.337  0.22
H -3.916 -0.618 -5.515  0.22
H -1.444 -0.625 -5.699  0.22
H -0.022 -1.005 -3.642  0.21